87
Properties=species:S:1:pos:R:3:forces:R:3 method="wB97M-V/def2-TZVPD" homo_ha=-0.2870 homo_lumo_gap_ev=6.8 lumo_energy_ha=-0.0360 total_charge=0 multiplicity=1
C 0.305 -6.266 -0.819 -1.016 2.000 -0.401
C -0.309 -4.969 -0.934 1.399 -3.125 0.999
C -1.001 -4.386 0.382 2.079 0.560 0.201
C -0.729 -2.839 0.660 -0.625 3.065 0.437
C -1.976 -1.887 0.749 1.778 1.737 0.697
C -3.497 -2.424 0.575 0.713 0.989 -0.059
C -3.805 -2.734 -0.970 -0.340 -0.893 1.502
O -4.385 -1.507 -1.560 2.524 -0.581 -2.442
C -3.831 -1.416 -2.885 -1.304 -2.407 -2.533
O -4.005 -2.305 -3.765 0.768 3.347 3.877
C -1.854 -0.345 1.024 3.706 -2.483 0.054
C -0.435 0.231 1.246 -0.846 -3.857 -0.806
C 0.779 -0.725 1.185 -1.556 -1.291 -0.760
C 0.716 -2.250 0.878 -3.935 1.801 0.220
N 1.907 -3.110 0.828 -0.133 2.647 -1.182
C 3.035 -2.505 0.105 3.759 0.996 -2.675
C 3.873 -3.332 -0.942 1.237 3.160 0.307
C 5.108 -2.706 -1.686 -1.265 2.383 2.282
C 5.567 -1.232 -1.436 -3.700 -1.470 2.239
C 4.724 -0.392 -0.445 -1.099 -3.117 -0.462
C 3.513 -1.016 0.290 0.503 -2.160 -1.470
S 2.485 -0.018 1.495 -1.461 -1.938 -1.497
H 0.209 -7.053 -1.649 1.024 1.716 0.856
H 0.890 -6.603 0.113 -1.870 0.346 -1.047
H -0.267 -4.459 -1.954 -1.096 -0.803 1.459
H -0.535 -4.965 1.273 -0.794 0.711 -1.396
H -2.100 -4.687 0.357 1.463 0.758 -0.043
H -4.217 -1.572 0.885 1.273 -1.340 -0.477
H -3.728 -3.290 1.289 0.469 1.030 -1.303
H -4.581 -3.584 -1.016 1.289 1.289 -0.294
H -2.827 -2.994 -1.498 -1.528 0.152 0.651
H -3.228 -0.484 -3.195 -1.083 -1.015 1.162
H -2.771 0.337 1.094 1.514 -1.287 -0.161
H -0.292 1.336 1.469 -0.035 -1.734 -0.374
H 1.699 -4.065 0.507 0.113 0.738 0.046
H 3.625 -4.418 -1.209 0.223 1.805 0.618
H 5.748 -3.303 -2.429 -1.382 0.772 1.361
H 6.457 -0.736 -1.937 -1.361 -1.002 0.659
H 4.949 0.714 -0.209 -0.304 -2.086 -0.586
C -10.039 6.024 -3.765 0.106 -0.177 -0.032
C -9.129 6.793 -4.487 0.120 -0.181 -0.058
C -8.040 6.187 -5.105 -0.168 0.190 0.076
C -7.851 4.809 -4.991 -0.261 0.244 0.160
C -8.749 4.043 -4.248 -0.143 0.361 0.017
C -9.851 4.652 -3.644 -0.078 0.230 0.023
C -8.534 2.587 -4.079 -0.630 -0.534 0.513
O -9.320 1.917 -3.433 0.210 0.185 -0.170
C -7.344 1.962 -4.700 0.297 -0.265 -0.090
C -7.097 0.602 -4.501 0.179 -0.141 -0.079
C -5.988 0.003 -5.092 -0.207 0.113 0.027
C -5.129 0.757 -5.889 -0.105 0.205 0.039
C -5.370 2.112 -6.084 0.115 -0.221 0.012
C -6.473 2.720 -5.482 0.143 -0.344 -0.022
C -6.699 4.171 -5.667 0.632 0.537 -0.571
O -5.946 4.832 -6.361 -0.212 -0.183 0.203
H -10.893 6.497 -3.291 0.090 -0.063 -0.047
H -9.269 7.866 -4.570 0.020 -0.117 -0.005
H -7.337 6.791 -5.670 -0.019 -0.235 0.028
H -10.560 4.059 -3.076 0.202 -0.058 -0.103
H -7.763 0.009 -3.884 -0.010 0.218 -0.078
H -5.795 -1.052 -4.932 -0.043 0.138 -0.049
H -4.269 0.287 -6.355 -0.095 0.040 0.045
H -4.694 2.695 -6.703 -0.193 0.065 0.125
C 5.826 2.329 2.419 0.122 -0.090 0.183
C 5.004 1.213 2.559 0.349 0.051 0.182
C 5.213 0.320 3.604 -0.102 0.083 -0.183
C 6.254 0.535 4.508 -0.112 0.199 -0.343
C 7.092 1.640 4.354 -0.241 0.037 -0.263
C 6.869 2.543 3.314 -0.136 0.033 -0.188
C 8.231 1.853 5.276 0.545 0.785 -0.148
O 8.962 2.820 5.144 -0.177 -0.258 0.049
C 8.473 0.869 6.355 0.173 -0.221 0.314
C 9.576 1.025 7.197 0.109 -0.125 0.212
C 9.804 0.113 8.222 -0.122 0.094 -0.179
C 8.927 -0.952 8.416 -0.125 0.058 -0.168
C 7.831 -1.114 7.577 0.181 -0.031 0.174
C 7.607 -0.209 6.538 0.269 -0.041 0.296
C 6.457 -0.411 5.628 -0.660 -0.777 0.094
O 5.692 -1.346 5.795 0.237 0.263 -0.028
H 5.657 3.030 1.608 0.028 -0.053 0.085
H 4.195 1.039 1.850 0.790 0.472 0.481
H 4.565 -0.545 3.710 0.136 0.086 0.101
H 7.509 3.412 3.196 0.012 -0.179 0.151
H 10.261 1.855 7.053 -0.209 -0.054 -0.106
H 10.665 0.234 8.872 -0.094 0.002 -0.076
H 9.102 -1.660 9.221 -0.029 0.071 -0.092
H 7.154 -1.949 7.730 0.005 0.170 -0.170


99
Properties=species:S:1:pos:R:3:forces:R:3 method="wB97M-V/def2-TZVPD" homo_ha="-0.2767 / -0.3001" s2=6.098 homo_lumo_gap_ev="7.2 / 5.3" lumo_energy_ha="-0.0117 / -0.1047" total_charge=0 multiplicity=5
Pd -10.638 17.463 1.301 0.000 -0.530 -0.061
C -17.530 16.502 -0.863 -0.595 1.412 0.814
C -16.264 16.895 -0.152 0.080 0.898 -0.875
C -16.130 18.187 0.357 -0.463 -0.174 0.663
C -14.955 18.500 0.989 0.256 3.060 0.289
C -13.770 17.725 0.951 0.076 -0.005 1.080
N -12.657 18.150 1.609 -0.054 0.620 -0.498
C -12.644 19.522 2.046 0.421 -0.367 -0.321
C -13.113 19.821 3.310 -0.717 -0.014 0.935
C -13.394 21.154 3.635 0.465 -1.009 -0.134
C -13.209 22.148 2.672 -1.326 0.855 2.283
C -13.692 23.529 3.053 0.446 0.259 0.455
C -12.641 21.852 1.473 0.950 -0.506 -0.274
C -12.209 20.568 1.203 -0.663 -1.137 -1.095
C -11.463 20.219 -0.127 0.220 0.956 -0.293
O -10.755 19.094 -0.061 -0.165 0.671 -1.237
C -12.478 20.283 -1.347 0.137 0.069 -0.104
F -13.357 21.308 -1.146 0.248 -0.397 -0.622
F -11.907 20.442 -2.577 -0.102 0.296 1.003
F -13.180 19.166 -1.452 -0.373 -0.397 0.247
C -10.435 21.455 -0.466 0.406 -0.833 -1.680
F -9.798 21.831 0.642 0.045 0.518 0.158
F -10.942 22.569 -1.112 0.254 -0.963 1.241
F -9.445 21.019 -1.331 -0.942 0.225 0.897
C -13.893 16.457 0.322 1.919 -1.020 0.515
C -15.115 16.097 -0.139 -0.831 -1.206 -1.426
C -12.679 15.382 0.375 -1.773 0.463 1.048
O -11.448 15.835 0.232 0.349 0.285 -0.326
C -12.894 14.715 1.791 0.331 1.000 -0.852
F -12.047 13.694 1.916 -0.009 -0.294 0.676
F -14.148 14.279 1.924 -0.051 -0.300 0.687
F -12.639 15.605 2.796 -0.377 -0.804 -0.446
C -12.836 14.223 -0.666 -0.061 1.319 -0.322
F -12.896 14.786 -1.891 -0.305 -0.260 -0.078
F -11.763 13.461 -0.646 0.659 -0.697 -0.122
F -13.891 13.409 -0.518 -0.214 -0.078 -0.091
H -18.400 17.009 -0.375 0.617 -0.538 -0.242
H -17.671 15.458 -0.834 -0.269 -1.282 -0.006
H -17.586 16.830 -1.900 0.417 0.030 -0.132
H -16.978 18.900 0.340 0.667 -0.529 0.060
H -14.858 19.537 1.449 -0.273 -1.548 -0.630
H -13.372 18.997 4.019 0.259 0.761 -0.753
H -13.774 21.374 4.636 0.040 0.122 -0.443
H -12.871 24.234 3.178 0.204 -0.056 0.128
H -14.307 23.580 3.965 0.385 -0.412 -0.175
H -14.297 23.966 2.302 -0.667 0.305 -1.041
H -12.473 22.590 0.716 0.015 0.544 -0.064
H -15.189 15.141 -0.663 -0.155 0.238 0.388
C -7.762 20.594 2.687 -0.392 -0.181 0.123
C -8.284 19.511 1.824 -2.034 -1.660 -0.336
O -9.381 19.036 2.177 1.948 0.891 -0.270
C -7.530 19.044 0.591 -1.513 0.592 0.711
C -6.760 20.025 0.011 0.409 0.584 0.453
C -6.040 19.734 -1.122 1.668 0.466 -0.887
C -6.078 18.443 -1.659 1.016 -0.215 -1.876
C -6.928 17.495 -1.250 -1.273 -0.834 0.642
C -7.810 17.761 -0.140 0.096 1.363 0.561
O -8.760 17.013 0.112 0.477 -0.092 0.054
H -7.938 20.138 3.682 0.341 0.804 -0.237
H -8.460 21.455 2.516 0.989 -0.476 0.385
H -6.703 20.761 2.482 -0.251 0.472 0.382
H -6.610 21.052 0.401 -0.529 -0.962 0.082
H -5.325 20.487 -1.538 -0.899 -0.765 0.291
H -5.482 18.158 -2.531 0.046 0.550 0.258
H -7.115 16.558 -1.772 0.338 0.146 0.093
C -6.225 18.395 5.255 1.084 -0.286 -0.310
C -7.517 18.350 5.715 -0.759 -0.167 -0.379
C -8.485 17.655 4.975 -1.429 -0.289 -0.141
C -8.133 16.992 3.802 0.663 -0.284 -1.009
C -6.833 17.166 3.253 -0.147 -0.780 0.216
C -5.877 17.830 4.026 -0.357 -0.080 -0.368
P -9.387 15.932 2.882 -0.076 -0.444 1.576
C -9.993 14.907 4.343 0.360 -1.146 0.122
C -9.432 13.637 4.686 0.042 1.520 0.149
C -9.704 13.145 5.967 1.110 -1.458 0.048
C -10.541 13.784 6.880 -0.360 -0.765 1.312
C -11.206 14.908 6.489 -1.695 1.986 -1.181
C -10.947 15.423 5.209 1.202 -0.559 0.219
C -8.367 14.682 2.063 0.116 -0.911 -1.414
C -8.893 14.083 0.898 -0.646 0.943 -0.759
C -8.167 13.163 0.143 0.877 0.210 2.257
C -6.967 12.717 0.666 1.640 -0.376 -0.732
C -6.403 13.274 1.818 -0.985 -0.721 -0.871
C -7.108 14.228 2.484 -0.627 0.918 0.982
H -5.427 18.815 5.870 -0.334 0.128 -0.181
H -7.732 18.874 6.627 -0.397 -0.043 0.302
H -9.597 17.575 5.219 1.868 0.378 0.303
H -6.551 16.634 2.296 -0.309 0.901 1.211
H -4.852 17.891 3.680 -0.012 0.022 -0.019
H -8.700 13.213 3.982 -0.573 -0.231 0.758
H -9.196 12.207 6.325 -0.557 0.988 -0.597
H -10.715 13.376 7.909 0.335 0.253 -1.185
H -12.031 15.495 7.006 1.370 -1.235 0.010
H -11.369 16.320 4.880 -1.109 1.312 -0.136
H -9.850 14.417 0.454 0.545 0.012 0.660
H -8.499 12.769 -0.765 -0.776 -0.423 -1.191
H -6.323 11.996 0.118 -0.757 0.371 0.287
H -5.485 12.905 2.209 0.635 -0.142 0.151
H -6.696 14.623 3.396 0.135 0.163 0.247


- Which of these has the lowest multiplicity?
  C46H33NO6S